A 2-piece molecular cluster, C2H7FSi overall in a non-equilibrium geometry. Source: the OMol25 dataset; level of theory: wB97M-V/def2-TZVPD.

Results
HOMO level: -7.537 eV
E_LUMO: -0.283 eV
Energy above the lowest of the compared OMol25 structures with the same formula, charge and spin: 491.8 kJ/mol
Electronic energy: -469.632856 Eh
Gap between HOMO and LUMO: 7.3 eV
Multiplicity: 1

Element x y z (Å)
C1 -1.01 -2.37 -1.19
C2 1.47 2.19 1.34
F1 0.36 1.51 0.75
Si1 -1.66 -0.58 -1.44
H1 -0.16 -2.34 -0.61
H2 -1.76 -2.89 -0.61
H3 -0.99 -2.94 -2.10
H4 1.16 2.88 2.06
H5 1.84 2.83 0.46
H6 -1.56 0.24 -0.18
H7 2.30 1.47 1.52

=====

A 2-piece molecular cluster, C2H6Se overall in a non-equilibrium geometry. Source: the OMol25 dataset; level of theory: wB97M-V/def2-TZVPD.

Results
HOMO level (spin up / spin down): -6.830 / -9.154 eV
E_LUMO (spin up / spin down): 0.825 / -1.839 eV
Energy above the lowest of the compared OMol25 structures with the same formula, charge and spin: 182.6 kJ/mol
Electronic energy: -2480.995264 Eh
Gap between HOMO and LUMO (spin up / spin down): 7.7 / 7.3 eV
Multiplicity: 3

Element x y z (Å)
C1 -0.89 -0.49 -0.41
C2 0.14 0.53 -0.16
Se1 1.95 -0.14 0.01
H1 -0.64 -0.67 -1.46
H2 -0.76 -1.44 0.09
H3 -1.81 -0.06 -0.16
H4 -0.17 1.53 1.45
H5 0.15 1.40 -0.73
H6 2.04 -0.66 1.37

=====

An isolated ion of composition C6H9O4S and charge -1 in a non-equilibrium geometry. Source: the OMol25 dataset; level of theory: wB97M-V/def2-TZVPD.

Results
HOMO level: -5.075 eV
E_LUMO: 3.313 eV
Charge: -1
Energy above the lowest of the compared OMol25 structures with the same formula, charge and spin: 0.0 kJ/mol
Electronic energy: -933.206067 Eh
Gap between HOMO and LUMO: 8.4 eV
Multiplicity: 1

Element x y z (Å)
C1 -0.24 1.39 -0.39
C2 -0.10 -0.07 0.17
C3 0.80 -0.94 -0.22
C4 -1.11 -0.59 1.07
C5 0.97 -2.34 0.44
C6 2.05 -0.59 -1.05
O1 0.62 2.05 -0.99
O2 -1.42 1.79 -0.14
O3 -1.53 4.35 0.68
O4 -3.47 3.32 -0.37
S1 -2.06 3.62 -0.50
H1 -1.99 0.21 1.09
H2 -0.70 -0.91 2.03
H3 -1.78 -1.45 0.72
H4 -0.03 -2.83 0.25
H5 1.39 -2.28 1.42
H6 1.69 -2.91 -0.11
H7 2.02 0.37 -1.47
H8 1.88 -1.24 -1.92
H9 3.00 -0.94 -0.73

=====

A 2-piece molecular cluster, C5H11O3 overall in a non-equilibrium geometry. Source: the OMol25 dataset; level of theory: wB97M-V/def2-TZVPD.

Results
HOMO level: -4.352 eV
E_LUMO: 3.949 eV
Charge: -1
Energy above the lowest of the compared OMol25 structures with the same formula, charge and spin: 65.0 kJ/mol
Electronic energy: -422.888905 Eh
Gap between HOMO and LUMO: 8.3 eV
Multiplicity: 1

Element x y z (Å)
C1 0.79 1.97 0.62
C2 -0.61 1.69 1.30
C3 1.91 1.18 1.38
O1 0.77 1.62 -0.73
H1 1.03 3.03 0.67
H2 -1.01 2.67 1.58
H3 2.13 0.27 0.84
H4 2.77 1.86 1.40
H5 1.69 0.99 2.43
H6 0.48 0.70 -0.79
H7 -0.43 1.13 2.20
H8 -1.27 1.20 0.60
C4 -1.40 -2.63 0.03
C5 -0.69 -1.53 -0.81
O2 0.41 -1.12 -0.32
O3 -1.16 -1.16 -1.91
H9 -1.33 -3.58 -0.46
H10 -2.40 -2.29 0.29
H11 -0.79 -2.63 0.94